No. 1
{"formula": "C6H9O5P", "method": "ωB97M-V/def2-TZVPD", "elements": ["P", "O", "O", "O", "O", "O", "C", "C", "C", "C", "C", "C", "H", "H", "H", "H", "H", "H", "H", "H", "H"], "xyz": [[1.114, -1.336, -0.051], [0.348, 2.761, 1.147], [1.274, 2.107, -0.744], [1.494, -2.101, 1.165], [0.511, -2.018, -1.234], [2.468, -0.560, -0.539], [3.405, -0.260, 0.409], [0.544, 1.879, 0.255], [-3.568, -0.252, -0.821], [-0.022, 0.493, 0.598], [-1.188, 0.280, -0.310], [-2.309, -0.234, 0.082], [-1.083, 0.568, -1.310], [-3.319, -0.225, -1.903], [3.070, 0.200, 1.272], [-0.251, 0.515, 1.643], [-2.330, -0.830, 1.015], [4.150, 0.524, 0.001], [4.067, -1.109, 0.697], [-4.174, 0.709, -0.758], [-4.203, -1.113, -0.613]], "nbo_charge": [2.320, -0.830, -0.788, -1.203, -1.168, -0.815, -0.208, 0.735, -0.628, -0.602, -0.125, -0.286, 0.197, 0.197, 0.174, 0.215, 0.178, 0.140, 0.137, 0.178, 0.182], "relative_energy_kcal_mol": 0.0, "lumo_ev": 6.02, "smiles": "C/C=C/[C@H](C(=O)[O-])[P@@](=O)([O-])OC", "e_homo_ev": -0.39, "charge": -2, "e_tot_ev": -25894.87928, "gap_ev": 6.41}

=====

No. 2
{"formula": "C6H9N", "method": "ωB97M-V/def2-TZVPD", "elements": ["N", "C", "C", "C", "C", "C", "C", "H", "H", "H", "H", "H", "H", "H", "H", "H"], "xyz": [[1.258, 0.641, -0.142], [-1.122, 0.254, -0.219], [1.693, -0.711, -0.408], [2.188, 0.422, -1.237], [-2.138, -0.445, 0.099], [-3.179, -1.154, 0.479], [-0.062, 1.008, -0.449], [0.506, 1.055, 2.374], [1.790, 0.510, -2.247], [2.338, -1.157, 0.345], [-4.194, -0.792, 0.336], [-0.152, 2.015, -0.857], [-0.020, 1.036, 2.902], [-3.058, -2.118, 0.967], [0.960, -1.380, -0.856], [3.191, 0.816, -1.087]], "nbo_charge": [-0.402, -0.134, -0.247, -0.245, 0.051, -0.475, -0.014, 0.007, 0.198, 0.208, 0.219, 0.212, -0.010, 0.219, 0.207, 0.205], "relative_energy_kcal_mol": 115.6, "lumo_ev": 0.63, "smiles": "C=C=C=CN1CC1.[H][H]", "e_homo_ev": -8.14, "e_tot_ev": -7853.14765, "gap_ev": 8.78}

=====

No. 3
{"formula": "C56H40BrI2NO30", "method": "ωB97M-V/def2-TZVPD", "elements": ["I", "I", "Br", "O", "O", "O", "O", "O", "O", "O", "O", "O", "O", "O", "O", "O", "O", "O", "O", "O", "O", "O", "O", "O", "O", "O", "O", "O", "O", "O", "O", "O", "O", "N", "C", "C", "C", "C", "C", "C", "C", "C", "C", "C", "C", "C", "C", "C", "C", "C", "C", "C", "C", "C", "C", "C", "C", "C", "C", "C", "C", "C", "C", "C", "C", "C", "C", "C", "C", "C", "C", "C", "C", "C", "C", "C", "C", "C", "C", "C", "C", "C", "C", "C", "C", "C", "C", "C", "C", "C", "H", "H", "H", "H", "H", "H", "H", "H", "H", "H", "H", "H", "H", "H", "H", "H", "H", "H", "H", "H", "H", "H", "H", "H", "H", "H", "H", "H", "H", "H", "H", "H", "H", "H", "H", "H", "H", "H", "H", "H"], "xyz": [[-2.360, -4.684, 2.284], [-2.499, -4.483, -1.333], [3.611, -2.380, 1.502], [3.884, 5.959, -3.637], [0.329, 7.607, 9.318], [-14.698, -1.040, 1.362], [0.350, 2.994, 8.501], [5.035, 1.286, 7.188], [6.249, -2.656, -5.610], [-11.352, -2.010, 5.345], [-11.585, -3.872, 3.420], [1.342, 1.690, -12.794], [2.972, 3.032, 9.086], [3.502, 5.478, -6.238], [-14.404, 0.843, 3.225], [-7.781, -3.936, 6.817], [2.950, 7.659, 9.817], [3.737, 2.293, -8.816], [-6.107, -2.815, 1.706], [4.685, 1.034, -5.369], [4.340, -1.519, -4.124], [-9.399, -4.236, 4.714], [3.276, -2.415, -9.226], [-1.896, -0.235, -0.543], [0.981, -3.440, -2.011], [4.976, 1.488, -2.738], [3.429, 2.755, -14.074], [0.834, -1.644, 5.190], [1.401, -1.206, -7.761], [5.795, 3.438, -10.086], [5.107, 0.233, 4.737], [-4.459, -2.594, 3.797], [0.732, -0.517, 7.608], [-0.612, -2.158, -0.871], [-12.115, -1.751, 4.435], [0.926, 4.151, 8.827], [-6.054, -3.249, 5.398], [1.050, 0.996, -0.233], [-12.863, -0.503, 4.358], [2.976, -0.759, 4.862], [3.530, 2.681, -12.865], [4.473, 2.172, -5.002], [0.587, -0.226, -0.610], [4.748, 3.023, -10.800], [2.550, -1.546, -7.179], [1.761, -0.339, 6.982], [2.450, 1.953, -10.753], [2.884, 0.423, 7.503], [-0.500, -2.232, 2.015], [0.666, -2.456, -1.388], [-12.299, -2.758, 3.331], [3.803, -3.203, -0.290], [3.982, 0.599, 6.757], [-0.829, -0.780, -0.656], [4.066, -1.697, -5.300], [4.846, -2.580, -7.480], [4.632, 2.497, -3.545], [-1.305, -3.213, 1.177], [-13.702, -0.283, 3.338], [-8.273, -3.839, 4.466], [-7.822, -3.528, 3.123], [5.089, -2.340, -6.186], [-5.590, -2.958, 4.049], [1.472, -1.225, -1.014], [-7.311, -3.661, 5.602], [4.093, 0.026, 5.374], [3.562, -2.212, -8.062], [2.377, 6.495, 9.518], [4.059, 4.811, -3.996], [3.873, 4.473, -5.445], [2.396, 2.082, -12.086], [4.070, 3.233, -5.910], [1.881, -0.935, 5.611], [0.904, 6.539, 9.238], [-6.564, -3.112, 2.916], [3.069, 5.350, 9.468], [3.291, 0.237, -0.679], [-13.906, -1.296, 2.252], [4.697, 3.149, -12.131], [-1.333, -3.124, -0.143], [4.439, 3.739, -3.084], [2.794, -1.310, -5.885], [-13.145, -2.532, 2.313], [3.761, -2.145, -1.439], [2.413, 1.214, -0.290], [0.235, 5.297, 8.880], [5.139, -3.946, -0.253], [2.396, 4.103, 9.133], [2.821, -1.019, -1.037], [3.625, 2.399, -10.025], [5.574, -3.044, -8.129], [2.234, 8.322, 9.787], [5.684, 1.261, 6.460], [5.090, -4.727, 0.511], [-12.710, 0.220, 5.147], [0.546, -2.145, 1.710], [5.500, 3.595, -12.700], [1.482, -1.489, -8.691], [5.410, -4.374, -1.223], [-11.042, -3.807, 4.250], [-13.289, -3.246, 1.515], [5.922, -3.242, 0.047], [3.413, -2.583, -2.371], [-8.709, -4.210, 6.690], [2.975, -3.889, -0.474], [1.641, 1.521, -10.181], [6.165, -2.380, -4.679], [1.557, 1.892, -13.725], [3.431, 6.260, -5.659], [3.078, -1.179, 3.871], [4.761, -1.734, -1.604], [-1.029, -1.272, 2.014], [4.130, 5.306, 9.669], [5.584, 3.230, -9.157], [2.072, -0.831, -5.238], [-5.175, -2.547, 1.826], [4.343, 0.485, -0.688], [2.787, 2.196, -0.015], [-8.532, -3.646, 2.317], [4.553, 3.991, -2.039], [-14.928, 0.746, 2.407], [-0.823, 5.344, 8.665], [0.347, 1.762, 0.077], [0.183, -1.612, 5.917], [1.053, 2.320, 8.536], [-0.501, -2.564, 3.053], [2.790, 0.831, 8.497], [-5.350, -3.119, 6.208], [5.049, 0.698, -3.313], [3.942, 2.970, -6.954]], "lowdin_charge": [0.911, 0.799, 0.799, 0.112, 0.112, 0.102, 0.119, 0.121, 0.117, 0.110, 0.094, 0.121, 0.101, 0.115, 0.110, 0.121, 0.115, 0.082, 0.119, 0.116, 0.063, 0.077, 0.111, 0.150, 0.126, 0.090, 0.117, 0.107, 0.114, 0.119, 0.112, 0.032, 0.110, -0.006, -0.310, -0.228, 0.081, 0.001, 0.072, 0.072, -0.313, -0.287, -0.077, -0.230, -0.229, -0.312, 0.079, 0.061, -0.122, -0.313, -0.234, -0.646, -0.228, -0.341, -0.313, 0.081, -0.216, -0.744, -0.239, -0.280, 0.087, -0.227, -0.325, -0.057, -0.227, -0.307, -0.311, -0.237, -0.315, -0.229, -0.233, 0.082, -0.226, -0.316, -0.229, 0.077, -0.049, -0.323, 0.079, -0.746, 0.077, 0.076, 0.070, -0.166, -0.048, 0.076, -0.163, -0.298, -0.229, -0.294, 0.137, 0.121, 0.121, 0.069, 0.134, 0.052, 0.138, 0.118, 0.084, 0.080, 0.134, 0.069, 0.103, 0.124, 0.088, 0.136, 0.118, 0.123, 0.120, 0.051, 0.111, 0.095, 0.137, 0.117, 0.142, 0.113, 0.114, 0.115, 0.140, 0.134, 0.119, 0.137, 0.128, 0.122, 0.096, 0.035, 0.113, 0.138, 0.106, 0.096], "lumo_ev": -1.79, "e_homo_ev": -8.84, "e_tot_ev": -207876.19770, "gap_ev": 7.05}

=====

No. 4
{"formula": "C4H9N3O", "method": "ωB97M-V/def2-TZVPD", "elements": ["O", "N", "N", "N", "C", "C", "C", "C", "H", "H", "H", "H", "H", "H", "H", "H", "H"], "xyz": [[-0.874, 1.503, 1.883], [2.029, -0.773, 0.131], [0.108, 0.538, -1.966], [-0.906, 0.121, 1.573], [-0.710, -0.095, 0.270], [0.013, 0.841, -0.600], [-1.181, -1.412, -0.263], [1.236, 0.127, 0.521], [-0.127, 1.886, -0.335], [-1.679, -1.962, 0.532], [1.444, 0.910, 1.252], [2.934, -0.757, 0.597], [-1.215, 1.529, 2.786], [0.473, -0.389, -2.151], [-1.827, -1.224, -1.122], [0.657, 1.211, -2.484], [-0.377, -2.055, -0.624]], "nbo_charge": [-0.613, -0.713, -0.821, -0.213, 0.200, -0.093, -0.654, 0.157, 0.242, 0.245, 0.188, 0.362, 0.481, 0.385, 0.238, 0.377, 0.232], "relative_energy_kcal_mol": 111.0, "lumo_ev": 0.95, "e_homo_ev": -7.75, "e_tot_ev": -10807.64880, "gap_ev": 8.71}

=====

No. 5
{"formula": "C3N4O4", "method": "ωB97M-V/def2-TZVPD", "elements": ["O", "O", "O", "O", "N", "N", "N", "N", "C", "C", "C"], "xyz": [[-1.048, 0.243, 2.122], [0.850, -0.743, 1.847], [-0.344, -1.279, -0.507], [0.314, 0.437, -1.979], [0.138, 0.163, -0.842], [-0.624, -2.939, -2.231], [-0.028, 0.014, 1.551], [0.577, 3.277, 0.720], [-0.479, -2.144, -1.421], [0.210, 0.800, 0.280], [0.434, 2.171, 0.460]], "mulliken_spin": [0.023, 0.047, -0.018, 0.588, 0.431, 0.006, -0.027, 0.351, 0.005, 0.613, -0.020], "relative_energy_kcal_mol": 0.0, "lumo_ev": [-1.51, -4.62], "multiplicity": 3, "e_homo_ev": [-8.90, -11.96], "e_tot_ev": -17249.08407, "gap_ev": [7.40, 7.34]}